Molecular formula: C4H34N2O13S
Method: DFT, wB97M-V/def2-TZVPD

For the electronic energy, the calculation gives -1658.64117 hartree. As for the orbital gap: 8.9 eV. The highest occupied orbital energy is -9.1 eV. For the energy relative to the best compared isomer or geometry (same formula, charge and spin), the calculation gives 1.829 eV.

```
! RIJCOSX wB97M-V def2-TZVPD def2/J DEFGRID3
* xyz 0 1
C -1.38569 2.69319 2.30821
C -0.44868 1.83194 1.45496
C -0.49174 0.33053 1.77301
S 0.15686 -0.13770 3.41993
N -0.83534 2.11935 0.06828
C 0.09467 1.62837 -0.82389
N -0.32079 1.46277 -2.13197
O 1.26054 1.35022 -0.56259
H -2.38208 2.70269 1.87023
H -1.42920 2.47347 3.37135
H -0.97930 3.70834 2.29039
H 0.56709 2.15764 1.66909
H 0.26963 -0.11883 1.14378
H -1.45884 -0.14345 1.63709
H -0.99672 -0.42830 4.02385
H -1.78561 2.11802 -0.24261
H -0.82227 2.22458 -2.57442
H 0.35241 1.18232 -2.83981
H -3.11731 -2.00204 1.15690
H -2.84868 -3.35463 1.70116
O -2.96526 -2.44822 1.99120
H 4.45202 1.89346 -0.20265
H 2.96685 1.77234 0.15107
O 3.82905 2.03862 0.51676
H 2.25817 -1.05470 0.75729
H 1.73840 -1.00771 -0.65176
O 1.56080 -1.45068 0.18661
H -2.05754 1.73548 -3.84743
H -3.33356 2.16256 -2.98557
O -2.86413 2.23878 -3.81295
H 4.06151 -0.61696 2.46405
H 3.79347 0.44572 1.42047
O 3.65873 -0.50981 1.59547
H 1.14636 -3.98715 -0.84565
H 2.44114 -3.11477 -0.80091
O 1.89800 -3.68078 -1.35461
H 0.42408 -3.05816 -3.01767
H -0.68375 -2.08018 -3.56269
O -0.51225 -2.95895 -3.21563
H -4.42051 0.82992 0.46423
H -3.25267 -0.10362 0.00206
O -3.58336 0.79575 -0.00606
H -0.76644 4.77879 -1.07831
H 0.06274 3.98120 -2.13135
O -0.68721 4.56148 -2.00623
H -2.07226 -4.23914 -0.24847
H -2.70572 -3.36697 -1.22665
O -2.94838 -3.87243 -0.43607
H 3.08216 -2.47963 2.09025
H 1.72513 -2.65091 2.65613
O 2.54609 -3.14691 2.53274
H 2.16930 -0.77586 -4.03932
H 1.19065 -1.06528 -2.97715
O 1.42930 -0.35292 -3.58592
*
```

***

Molecular formula: C4H34NO11
Method: DFT, wB97M-V/def2-TZVPD

For the electronic energy, the calculation gives -1054.92529 hartree. As for the orbital gap: 10.9 eV. The highest occupied orbital energy is -13.5 eV. For the energy relative to the best compared isomer or geometry (same formula, charge and spin), the calculation gives 3.413 eV.

```
! RIJCOSX wB97M-V def2-TZVPD def2/J DEFGRID3
* xyz 1 1
C 0.38521 2.26105 0.27698
C -0.34098 2.21013 -1.05898
N 0.37450 1.24556 -1.95855
C 0.36977 1.81990 -3.35663
C 1.27459 0.87280 -4.22770
H 1.36887 2.72803 0.21653
H 0.60057 1.23637 0.58694
H 0.14460 3.06119 0.99309
H -1.34610 1.90634 -0.76239
H -0.31587 3.18316 -1.54359
H -0.15143 0.32476 -2.02246
H 1.34570 1.06669 -1.69857
H 1.03438 2.66974 -3.42160
H -0.63172 2.00361 -3.71755
H 2.29944 1.15704 -4.41708
H 1.11258 -0.17873 -3.98491
H 0.70200 0.88312 -5.16388
H 3.91617 2.17159 0.26314
H 3.53454 1.19535 1.42972
O 3.65096 1.27623 0.48405
H -1.96372 -4.98459 -0.39780
H -1.34973 -3.62577 -0.03286
O -1.50827 -4.22448 -0.76630
H -0.61246 -0.68279 1.85918
H -0.54183 -2.22008 1.85178
O -0.63520 -1.45304 1.28556
H -2.64110 0.51341 -1.75365
H -3.92615 0.11822 -2.30301
O -3.36186 0.90367 -2.26867
H 1.95830 1.83504 3.55483
H 0.78383 2.00998 2.58544
O 1.69512 1.76680 2.62856
H 2.46631 -3.88787 2.29926
H 1.40188 -4.54293 1.57969
O 1.51094 -3.78948 2.17812
H -2.39603 1.04915 3.84628
H -3.56105 1.03799 2.70089
O -2.68082 0.78516 2.97692
H 1.53188 -0.01824 2.75530
H 1.83946 -1.34389 3.46538
O 1.36680 -0.94809 2.72670
H 2.73752 -0.69187 0.36370
H 1.51017 -1.38746 0.78959
O 1.87407 -0.95378 0.00957
H -1.46183 -1.54552 -1.52347
H -0.68664 -1.02099 -0.38135
O -1.17761 -0.68800 -1.17235
H -4.21927 -2.33927 1.21958
H -3.34284 -1.34253 1.88189
O -3.93767 -1.42270 1.12469
*
```